Entry 1:
{
  "formula": "C27H54NO13",
  "method": "ωB97M-V/def2-TZVPD",
  "multiplicity": 1,
  "homo_ev": -12.1,
  "total_energy_ha": -2093.75866,
  "total_charge": 1,
  "gap_ha": 0.3313,
  "e_lumo_ev": -3.04,
  "de_lowest_kcal_mol": 0.0,
  "elements": ["O", "O", "O", "O", "O", "O", "O", "O", "O", "O", "O", "O", "O", "N", "C", "C", "C", "C", "C", "C", "C", "C", "C", "C", "C", "C", "C", "C", "C", "C", "C", "C", "C", "C", "C", "C", "C", "C", "C", "C", "C", "H", "H", "H", "H", "H", "H", "H", "H", "H", "H", "H", "H", "H", "H", "H", "H", "H", "H", "H", "H", "H", "H", "H", "H", "H", "H", "H", "H", "H", "H", "H", "H", "H", "H", "H", "H", "H", "H", "H", "H", "H", "H", "H", "H", "H", "H", "H", "H", "H", "H", "H", "H", "H", "H"],
  "coordinates": [[5.7775, -1.1975, 1.9286], [7.7692, -2.0044, 2.1313], [6.3275, -2.2325, 3.8619], [-5.9781, 4.7378, -3.4303], [4.2143, -2.2264, -5.4106], [-1.6500, 2.0070, 2.3861], [2.7076, 1.3897, -2.1072], [3.6184, -3.9257, -6.7826], [1.1691, 2.3851, -0.9624], [-5.2455, 3.8994, -1.4619], [2.0846, -2.9581, -5.6109], [3.2992, 3.1186, -0.7713], [-3.8526, 4.5957, -3.1082], [-5.5680, -0.4883, 4.2309], [-2.7246, 4.2240, -2.3053], [8.7742, -2.7205, 2.8674], [1.7170, -2.0173, -4.6036], [-7.3196, 4.4812, -3.0100], [-0.6528, 1.2756, 3.0724], [3.3917, -2.9642, -5.8917], [-2.4885, 2.7300, -2.3365], [-5.0432, 4.3674, -2.5580], [-6.2437, -1.8171, 2.1352], [-5.1425, 0.9292, 4.5286], [0.7929, 3.3481, 0.0221], [6.6046, -1.8488, 2.7545], [4.0840, 1.2058, -2.4888], [8.5308, -4.2144, 2.8355], [4.8575, 0.4761, -1.4122], [2.4806, 2.3729, -1.2408], [4.4568, -1.0331, 2.4390], [5.7843, -4.8433, -6.1291], [-4.0307, 2.3862, 2.6381], [4.9899, -4.0927, -7.1769], [-5.6250, -3.0507, 2.7759], [-2.9081, 1.3704, 2.3822], [-6.0810, 0.7971, 2.3300], [-5.3039, 1.7759, 3.2180], [-0.3892, -0.1400, 2.5197], [-5.5923, -0.5878, 2.7360], [-4.3104, -3.3177, 2.6086], [6.7942, -5.0420, -6.4871], [9.3524, -4.7442, 3.3170], [-4.5413, -0.6921, 2.4609], [-2.8545, 4.5880, -1.2856], [-0.8298, 1.2322, 4.1543], [-4.0914, 1.0169, 4.8017], [5.4368, -3.1248, -7.4022], [-5.9821, -1.8309, 1.0718], [-0.3378, -0.8789, 3.3178], [4.9190, 1.0718, -0.5014], [-7.5122, 4.9086, -2.0284], [4.3598, -0.4604, -1.1544], [-4.8921, -1.0607, 4.7311], [-7.9733, 4.9527, -3.7377], [0.2640, 1.8477, 2.9556], [-7.3304, -1.8188, 2.2205], [0.5786, -0.1529, 2.0224], [-1.1231, -0.4708, 1.7871], [7.6065, -4.4722, 3.3514], [-1.5786, 2.4738, -1.7924], [3.9333, -0.3750, 1.7491], [-3.9327, -3.3575, 1.5875], [8.8314, -2.3447, 3.8886], [5.8704, 0.2573, -1.7471], [-6.2852, -3.7032, 3.3441], [2.0774, -1.0196, -4.8458], [-6.1348, 1.0044, 1.2669], [2.1058, -2.3344, -3.6362], [-1.8684, 4.7445, -2.7301], [1.1479, 4.3433, -0.2373], [5.8537, -4.2705, -5.2049], [4.5446, 2.1621, -2.7342], [0.6314, -1.9988, -4.5589], [-7.5111, 3.4089, -3.0007], [-3.6751, 3.2218, 3.2388], [-5.6686, 1.4182, 5.3420], [4.9634, -4.6644, -8.1026], [-3.0723, 0.9774, 1.3728], [-2.3987, 2.3735, -3.3630], [-5.9380, 2.6025, 3.5349], [4.0688, 0.6072, -3.3982], [-3.5948, -3.4562, 3.4097], [-7.1251, 0.8076, 2.6783], [1.1788, 3.0532, 0.9975], [3.9445, -1.9946, 2.4739], [-4.3331, 2.8262, 1.6862], [-2.9395, 0.5617, 3.1179], [8.4388, -4.5631, 1.8061], [9.7190, -2.4880, 2.3798], [-6.5341, -0.5210, 4.5585], [4.4704, -0.5765, 3.4268], [-3.3210, 2.1927, -1.8809], [-0.2935, 3.3599, 0.0654], [5.2996, -5.7910, -5.8907]],
  "mulliken_charge": [-0.2459, -0.3576, -0.5607, -0.3483, -0.5656, -0.4396, -0.3314, -0.3819, -0.2302, -0.5588, -0.3444, -0.5573, -0.3413, 0.0946, -0.2117, -0.1692, -0.6024, -0.6232, -0.3933, 0.7866, -0.7591, 0.7553, -0.8013, -1.2316, -0.4589, 0.7049, -0.1797, -1.0976, -1.1408, 0.6939, -0.5992, -1.0844, -1.0159, -0.1641, -0.3065, -0.6787, -1.3579, 0.5173, -0.8493, 0.3017, -0.7524, 0.3520, 0.3569, 0.0426, 0.2916, 0.2979, 0.4392, 0.3045, 0.3614, 0.3036, 0.3345, 0.2840, 0.2390, 0.4121, 0.2293, 0.5028, 0.4093, 0.1795, 0.2957, 0.3107, 0.1227, 0.0699, 0.3078, 0.3138, 0.4427, 0.3810, 0.2526, 0.5097, 0.2852, 0.3392, 0.3611, 0.3023, 0.3165, 0.2682, 0.2836, 0.4640, 0.2970, 0.2969, 0.2643, 0.3391, 0.5917, 0.2703, 0.3047, 0.3505, 0.1789, 0.3292, 0.1571, 0.6309, 0.2926, 0.2939, 0.4160, 0.3592, 0.1998, 0.0519, 0.2943]
}

Entry 2:
{
  "formula": "H7O4",
  "method": "ωB97M-V/def2-TZVPD",
  "multiplicity": 1,
  "homo_ev": -4.5,
  "total_energy_ha": -305.19779,
  "total_charge": -1,
  "gap_ha": 0.3368,
  "e_lumo_ev": 4.69,
  "de_lowest_kcal_mol": 7.9,
  "elements": ["O", "O", "O", "O", "H", "H", "H", "H", "H", "H", "H"],
  "coordinates": [[-1.4730, 1.8730, -1.4508], [-0.3204, -0.3048, -0.3386], [-0.4330, -2.1291, 1.7612], [2.2158, 0.4955, 0.0849], [-1.4156, 2.1466, -0.5277], [-0.2918, -1.6368, 0.9090], [-0.9832, -1.4696, 2.1947], [0.0131, -1.0045, -0.9135], [2.1537, 0.7492, -0.8409], [-1.3733, 0.9041, -1.2774], [1.2558, 0.3138, 0.2483]],
  "nbo_charge": [-1.0012, -1.3026, -1.0061, -1.0098, 0.4530, 0.5124, 0.4495, 0.4185, 0.4516, 0.5176, 0.5170]
}

Entry 3:
{
  "formula": "C28H34GeN4O2Sr",
  "method": "ωB97M-V/def2-TZVPD",
  "s_squared": 0.755,
  "multiplicity": 2,
  "homo_ev": [-10.2, -11.4],
  "total_energy_ha": -3564.34759,
  "total_charge": 1,
  "gap_ha": [0.2813, 0.2670],
  "e_lumo_ev": [-2.56, -4.16],
  "de_lowest_kcal_mol": 26.5,
  "elements": ["Sr", "Ge", "O", "O", "N", "N", "N", "N", "C", "C", "C", "C", "C", "C", "C", "C", "C", "C", "C", "C", "C", "C", "C", "C", "C", "C", "C", "C", "C", "C", "C", "C", "C", "C", "C", "C", "H", "H", "H", "H", "H", "H", "H", "H", "H", "H", "H", "H", "H", "H", "H", "H", "H", "H", "H", "H", "H", "H", "H", "H", "H", "H", "H", "H", "H", "H", "H", "H", "H", "H"],
  "coordinates": [[-0.5306, -1.7854, 1.4551], [-1.3872, 0.9524, -0.1215], [-0.6440, -4.8302, 0.3041], [-1.8690, -2.9641, 0.0811], [3.6308, -0.6021, -0.7733], [1.7916, -1.3809, 0.4940], [-0.2338, -2.4901, 3.7902], [2.1414, 0.8644, 0.2137], [-5.8133, 0.1788, 1.3597], [-3.7997, 1.4881, 1.4435], [0.1472, 4.8785, -0.0487], [-0.3932, 3.6643, -0.4489], [2.9307, -2.9275, -1.0560], [0.4588, 5.0957, 1.2870], [-5.2233, -0.6792, 0.4405], [-3.9213, -0.4562, 0.0192], [-1.4079, -3.9630, 0.7077], [-3.2030, 0.6401, 0.5062], [0.0671, -0.0899, -3.9536], [-0.3023, -3.7646, 3.0479], [-0.8897, 0.4524, -4.8002], [-1.9920, 1.1102, -4.2716], [4.0629, -1.9337, -1.1892], [-5.1015, 1.2614, 1.8618], [-2.1365, 1.2264, -2.8969], [4.2438, 1.7787, -0.4972], [-0.6487, 2.6597, 0.4848], [-0.0730, 0.0323, -2.5790], [4.4656, 0.4927, -1.2686], [2.5267, -0.4160, -0.0175], [2.7505, 2.0267, -0.4061], [-1.6339, -3.9271, 2.2694], [0.2195, 4.1001, 2.2253], [2.2943, -2.7434, 0.3095], [-1.1723, 0.6960, -2.0392], [-0.3331, 2.8918, 1.8245], [0.4568, 4.2678, 3.2679], [-2.7416, 1.5299, -4.9293], [4.9199, -2.2376, -0.5791], [5.5058, 0.1707, -1.1882], [2.3295, 2.2003, -1.4028], [4.7494, 2.6002, -1.0029], [-3.4637, -1.1355, -0.6912], [3.2990, -3.9435, -1.1913], [3.0101, -2.9971, 1.1027], [-0.7813, 0.3564, -5.8724], [-2.3323, -3.1227, 2.5192], [0.6713, -0.4043, -1.9222], [0.3248, 5.6562, -0.7802], [-5.7780, -1.5222, 0.0501], [4.2538, 0.6465, -2.3323], [4.6586, 1.6917, 0.5089], [-0.9617, -2.4899, 4.4986], [-3.0079, 1.7311, -2.4944], [-3.2565, 2.3451, 1.8254], [2.1735, -2.7440, -1.8224], [1.3870, 0.9999, 0.8631], [-0.6223, 3.5009, -1.4970], [-0.1501, -4.6267, 3.6944], [0.8833, 6.0413, 1.5975], [4.4068, -1.8667, -2.2234], [-2.1020, -4.8627, 2.5599], [-0.5281, 2.1278, 2.5725], [0.9182, -0.6169, -4.3660], [0.5267, -3.7833, 2.3423], [-5.5654, 1.9335, 2.5718], [1.4627, -3.4538, 0.3838], [2.5156, 2.8958, 0.2063], [-6.8312, 0.0059, 1.6834], [0.6475, -2.4313, 4.2900]],
  "lowdin_spin": [0.1057, 0.4205, 0.0002, 0.0048, 0.0015, 0.0081, 0.0008, 0.0106, 0.0323, 0.0323, 0.0015, 0.0198, 0.0002, 0.0125, -0.0029, 0.0306, 0.0006, 0.0848, -0.0008, 0.0012, 0.0034, 0.0033, 0.0001, -0.0011, 0.0173, 0.0006, 0.0745, 0.0111, 0.0001, 0.0041, 0.0007, 0.0010, -0.0015, 0.0007, 0.0744, 0.0189, -0.0003, 0.0004, 0.0000, 0.0000, 0.0000, 0.0001, 0.0008, 0.0001, 0.0000, 0.0002, 0.0000, 0.0031, 0.0001, -0.0007, 0.0001, 0.0000, 0.0000, 0.0015, 0.0013, 0.0000, 0.0132, 0.0014, 0.0002, 0.0008, 0.0001, 0.0002, 0.0035, -0.0001, 0.0003, -0.0004, 0.0001, 0.0001, 0.0020, 0.0000]
}

Entry 4:
{
  "formula": "C8H22PPd",
  "method": "ωB97M-V/def2-TZVPD",
  "multiplicity": 1,
  "homo_ev": -10.2,
  "total_energy_ha": -786.62597,
  "total_charge": 1,
  "gap_ha": 0.0689,
  "e_lumo_ev": -8.31,
  "elements": ["Pd", "P", "C", "C", "C", "C", "C", "C", "C", "C", "H", "H", "H", "H", "H", "H", "H", "H", "H", "H", "H", "H", "H", "H", "H", "H", "H", "H", "H", "H", "H", "H"],
  "coordinates": [[1.6413, -0.8118, 4.4188], [1.4265, 1.5320, -2.4942], [-0.0776, -0.1657, 2.7163], [-2.2519, 0.7798, 1.7485], [-0.3590, -0.7060, -1.9337], [0.6716, -1.3032, -0.9767], [0.1596, -1.3656, 0.4747], [0.1192, 0.1230, -3.0837], [-1.5990, -0.2325, 2.7013], [0.5883, -0.2008, 1.3401], [-1.8876, -1.2318, 2.3892], [-1.1511, -0.1814, -1.4149], [1.6603, -0.2407, 1.5098], [0.3129, -0.9981, 3.3850], [1.1495, 1.3775, -1.0856], [0.5978, -0.4351, -3.8739], [1.7066, 1.6980, -3.9299], [-0.8247, -1.5431, -2.4660], [1.6206, -0.7604, -1.0379], [-3.0715, 1.2851, 2.2394], [-1.5607, 1.5280, 1.3819], [0.1867, 0.7938, 3.1619], [2.4030, 0.4030, -2.4413], [2.5700, 2.4052, -2.2554], [-0.6804, 0.7103, -3.5160], [0.3991, 0.7513, 0.8604], [0.4719, 2.6342, -2.5612], [-2.6924, 0.2709, 0.8985], [-1.9890, -0.1041, 3.7001], [-0.9216, -1.4058, 0.4522], [0.4848, -2.2833, 0.9543], [0.8969, -2.3231, -1.2618]],
  "nbo_charge": [0.1058, 0.1149, -0.3867, -0.6206, -0.4642, -0.3975, -0.4047, -0.2070, -0.4068, -0.4052, 0.1964, 0.2387, 0.2178, 0.1432, -0.0467, 0.2505, -0.0146, 0.3130, 0.2196, 0.2317, 0.1966, 0.2225, 0.0550, 0.2969, 0.2630, 0.1897, 0.0028, 0.1983, 0.2254, 0.2065, 0.2261, 0.2396]
}

Entry 5:
{
  "formula": "C2H6N5",
  "method": "ωB97M-V/def2-TZVPD",
  "multiplicity": 1,
  "homo_ev": -14.2,
  "total_energy_ha": -353.22060,
  "total_charge": 1,
  "gap_ha": 0.3336,
  "smiles": "NC1=N[NH2+]CN=N1",
  "e_lumo_ev": -5.07,
  "de_lowest_kcal_mol": 78.3,
  "elements": ["N", "N", "N", "N", "N", "C", "C", "H", "H", "H", "H", "H", "H"],
  "coordinates": [[1.6292, 0.2017, 0.7323], [-0.2982, 2.4264, -0.8001], [-0.3611, -0.9876, 0.0625], [-1.0266, 0.2947, -0.0353], [1.2625, 1.0438, -0.0565], [-0.1219, 1.2073, -0.3618], [0.7681, -0.9861, 1.0209], [0.5322, 2.9205, -1.1745], [-1.1138, -1.6825, 0.3010], [1.3833, -1.8016, 1.0327], [0.2516, -0.8496, 2.0104], [-1.1822, 3.0414, -0.8819], [-0.0282, -1.1179, -0.8647]],
  "nbo_charge": [-0.0023, -0.7210, -0.3765, -0.3812, -0.1553, 0.4901, -0.1557, 0.4451, 0.4656, 0.2530, 0.2530, 0.4605, 0.4246]
}

Entry 6:
{
  "formula": "CHCl2I2P",
  "method": "ωB97M-V/def2-TZVPD",
  "multiplicity": 1,
  "homo_ev": -9.3,
  "total_energy_ha": -1895.83620,
  "total_charge": 0,
  "gap_ha": 0.3241,
  "e_lumo_ev": -0.52,
  "de_lowest_kcal_mol": 0.0,
  "elements": ["I", "I", "Cl", "Cl", "P", "C", "H"],
  "coordinates": [[0.2719, 2.2264, -0.9425], [0.3711, -0.9233, -2.6577], [2.3075, 0.9406, 1.6593], [1.8459, -1.9662, 1.1540], [2.4815, -0.4205, 0.1738], [0.5615, 0.0603, -0.7208], [-0.4010, -0.2544, -0.1476]],
  "nbo_charge": [0.1426, 0.1456, -0.2750, -0.2412, 0.8483, -0.8522, 0.2320]
}